Record 1
This record from the Open Molecules 2025 dataset describes C34H43Cl2O2SSeTl as an isolated structure. The level of theory is ωB97M-V with the def2-TZVPD basis set.

Geometry as ORCA input:
```
! RIJCOSX wB97M-V def2-TZVPD def2/J DEFGRID3
* xyz 0 1
Tl 1.06131 2.17394 -4.38262
C -2.84066 -1.98216 3.85778
C -2.97449 -0.48832 3.53219
C -4.44884 -0.06863 3.61878
C -2.18349 0.30238 4.57412
C -2.47119 -0.22779 2.11398
C -1.45840 0.68569 1.84536
C -1.10566 0.85691 0.52572
Se 0.17046 2.01231 -0.32358
C 1.70926 0.85304 -0.10930
C 2.02966 0.13204 1.02313
C 3.20044 -0.61022 1.02894
C 3.97599 -0.56977 -0.13197
C 3.66887 0.12960 -1.29576
C 2.47076 0.88802 -1.29283
O 1.96507 1.60716 -2.27582
C 4.67465 0.03264 -2.45290
C 4.24549 0.75708 -3.73087
C 6.00921 0.64602 -2.00213
C 4.89401 -1.44156 -2.82645
C 3.64787 -1.45507 2.21990
C 2.65468 -1.36970 3.37959
C 5.01409 -0.96664 2.71906
C 3.75985 -2.92483 1.79238
C -1.68973 0.16264 -0.51500
O -1.19258 1.03206 -3.10480
C -2.72812 -0.74415 -0.29007
C -3.07919 -0.90079 1.04607
C -3.45835 -1.45372 -1.42424
C -4.51460 -2.42761 -0.90110
C -2.46212 -2.24985 -2.27728
C -4.15988 -0.39224 -2.28619
H -3.19767 -2.17540 4.87137
H -1.79882 -2.30287 3.79631
H -3.42519 -2.60065 3.17596
H -4.82229 -0.22689 4.63276
H -5.07214 -0.64780 2.93650
H -4.56796 0.98690 3.36803
H -2.56472 0.07098 5.56971
H -2.28251 1.37926 4.42533
H -1.12225 0.04444 4.55667
H -0.98549 1.26363 2.62580
H 1.36714 0.14573 1.87900
H 4.89728 -1.14062 -0.12929
H 4.08667 1.82057 -3.55920
H 3.32980 0.32454 -4.13805
H 5.03198 0.63981 -4.48033
H 5.88113 1.69906 -1.74482
H 6.74752 0.57567 -2.80474
H 6.41289 0.13479 -1.12740
H 3.95531 -1.90313 -3.13950
H 5.29183 -2.02347 -1.99525
H 5.60428 -1.51522 -3.65344
H 2.55284 -0.34663 3.74801
H 3.00508 -1.98780 4.20816
H 1.66563 -1.73150 3.08883
H 4.95984 0.07607 3.03728
H 5.77474 -1.03942 1.94046
H 5.34590 -1.56870 3.56840
H 2.79776 -3.29740 1.43540
H 4.07748 -3.54379 2.63497
H 4.48724 -3.05326 0.98954
H -3.88234 -1.58382 1.28175
H -4.07696 -3.21086 -0.27815
H -5.00203 -2.90976 -1.74962
H -5.28875 -1.91574 -0.32690
H -1.89188 -2.95243 -1.66644
H -1.75989 -1.60685 -2.80936
H -3.00257 -2.81588 -3.03826
H -4.88640 0.16445 -1.69219
H -4.68539 -0.87925 -3.11122
H -3.45270 0.32400 -2.70385
Cl 0.14516 4.44675 -2.63492
C -1.62289 4.21139 -2.26883
C -2.45685 4.99381 -3.05154
C -3.81749 4.91000 -2.80495
C -4.27281 4.08354 -1.78857
C -3.34856 3.34627 -1.06204
Cl -4.05836 2.37933 0.25630
C -1.97643 3.33715 -1.26878
S -0.57657 0.46102 -1.89213
H -2.06096 5.64746 -3.81683
H -4.51561 5.49600 -3.38805
H -5.32737 4.01798 -1.55600
*
```

**LUMO level**: -0.0266 hartree
**Kohn-Sham gap**: 6.7 eV
**HOMO**: -7.4 eV



Record 2
This record from the Open Molecules 2025 dataset describes C34H43GeN3SV as an isolated structure. The level of theory is ωB97M-V with the def2-TZVPD basis set.

Geometry as ORCA input:
```
! RIJCOSX wB97M-V def2-TZVPD def2/J DEFGRID3
* xyz -1 1
V 1.12602 2.30311 -0.59262
C -0.44100 -0.35539 2.65926
C -1.02794 -1.15175 1.52522
C -0.83971 -2.52464 1.42908
C -1.36271 -3.25427 0.36119
C -1.14364 -4.74087 0.27774
C -2.07931 -2.58016 -0.61610
C -2.26345 -1.19959 -0.56038
C -2.99612 -0.45445 -1.64200
C -1.73203 -0.50001 0.51335
H -1.22880 0.04590 3.30148
H 0.12141 0.49995 2.27430
H 0.22100 -0.96763 3.27233
H -0.26113 -3.03700 2.19193
H -1.74253 -5.27316 1.02078
H -0.09777 -4.99475 0.45963
H -1.41915 -5.12284 -0.70568
H -2.47663 -3.13305 -1.46295
H -4.04902 -0.31910 -1.38004
H -2.95739 -0.98347 -2.59629
H -2.55140 0.53087 -1.78548
H -1.81261 0.58070 0.53855
N 1.37404 0.11408 -0.37692
N 2.69437 0.20940 0.16342
C 2.96302 1.62268 0.14110
N 3.56332 2.02757 1.38212
S 3.36446 2.54200 -1.27169
H 0.79236 -0.50438 0.17622
H 1.37044 -0.21411 -1.33856
H 3.35553 -0.38324 -0.33285
H 3.02335 1.68075 2.16454
H 3.65523 3.03355 1.43045
C 0.11981 2.16788 -2.15550
Ge 0.22657 1.28470 -3.81398
C -1.49425 0.89353 -4.71359
C -1.67244 -0.18785 -5.57584
C -2.89776 -0.43241 -6.18431
C -3.97259 0.41187 -5.94409
C -3.81388 1.49920 -5.09519
C -2.58708 1.73062 -4.48868
C 1.07667 -0.48318 -3.56978
C 0.32233 -1.60801 -3.22981
C 0.92778 -2.80135 -2.85733
C 2.31281 -2.89290 -2.82191
C 3.08225 -1.78963 -3.16721
C 2.46825 -0.59889 -3.53640
C 1.32842 2.21248 -5.16653
C 2.25744 3.16763 -4.75739
C 3.06223 3.82417 -5.67960
C 2.94424 3.54048 -7.03295
C 2.01843 2.59667 -7.45862
C 1.22210 1.93950 -6.53005
H -0.51664 3.06935 -2.09709
H -0.84518 -0.86376 -5.76821
H -3.01467 -1.28379 -6.84481
H -4.93024 0.22203 -6.41404
H -4.64887 2.16167 -4.89936
H -2.47499 2.57061 -3.81003
H -0.76116 -1.54615 -3.22219
H 0.31753 -3.65140 -2.57501
H 2.78976 -3.81773 -2.52020
H 4.16382 -1.84949 -3.13611
H 3.08306 0.26466 -3.76662
H 2.34321 3.39641 -3.69990
H 3.78194 4.55930 -5.33931
H 3.56893 4.05433 -7.75414
H 1.91570 2.37512 -8.51474
H 0.49794 1.21050 -6.87945
C -2.16491 3.47932 0.76001
C -0.82512 4.09823 1.17161
C -0.84225 4.34411 2.68482
C -0.67582 5.44991 0.45419
C 0.33055 3.19387 0.79071
H -2.99189 4.17756 0.92862
H -2.36272 2.57547 1.34117
H -2.14245 3.19957 -0.29519
H -1.68708 4.97688 2.97778
H 0.07955 4.83668 3.00407
H -0.92251 3.39672 3.22399
H -1.48861 6.13562 0.72348
H -0.68967 5.30532 -0.62769
H 0.27468 5.92120 0.71183
H 1.16742 3.22741 1.51463
*
```

**LUMO level**: 0.0961 hartree
**Kohn-Sham gap**: 6.3 eV
**HOMO**: -3.7 eV



Record 3
This record from the Open Molecules 2025 dataset describes C34H43N3O4S5Si2Ti as an isolated structure. The level of theory is ωB97M-V with the def2-TZVPD basis set.

Geometry as ORCA input:
```
! RIJCOSX wB97M-V def2-TZVPD def2/J DEFGRID3
* xyz -1 2
Ti -1.36567 0.34111 -0.39370
N -1.12521 -0.67064 -2.42337
C -2.01873 -1.75176 -2.28999
C -2.73032 -2.31553 -3.33313
C -3.57899 -3.39545 -3.08909
C -3.68088 -3.94339 -1.83164
C -2.95603 -3.40195 -0.75156
C -2.94617 -3.94522 0.55402
C -2.15119 -3.34616 1.52309
C -1.45900 -2.18817 1.24474
N -1.49807 -1.58578 0.02579
C -2.16735 -2.24951 -0.98307
H -0.97293 -0.34376 -3.36573
H -0.22664 -0.86432 -1.97264
H -2.61967 -1.91658 -4.33452
H -4.13662 -3.82767 -3.91042
H -4.32001 -4.80034 -1.65725
H -3.53205 -4.82778 0.77498
H -2.08986 -3.76767 2.51669
H -0.85600 -1.69115 1.98949
C 2.79382 -4.60976 1.46144
C 2.43379 -4.08709 0.07298
S 1.70757 -2.42381 -0.00886
C 3.06700 -1.36641 0.56380
C 3.27174 -1.24208 2.08230
S 1.70795 -1.06786 3.00786
C 1.88507 -2.23758 4.39218
C 2.31346 -3.67019 4.08317
S 1.44737 -4.47347 2.69051
H 3.65979 -4.08473 1.85888
H 3.04832 -5.66849 1.38465
H 1.67086 -4.72073 -0.38139
H 3.32753 -4.10084 -0.55478
H 2.80999 -0.39308 0.14599
H 3.98970 -1.70578 0.08909
H 3.86102 -0.34614 2.28032
H 3.80244 -2.09930 2.49287
H 0.88267 -2.23439 4.82286
H 2.57646 -1.80980 5.12095
H 2.10145 -4.28020 4.96277
H 3.38244 -3.73933 3.88857
C 0.04753 3.63964 -0.39137
Si 0.00233 2.12657 0.79199
C 1.76153 2.16934 1.54182
C -1.09561 2.76839 2.25455
C -0.60756 3.77535 3.09229
C -1.35884 4.28451 4.13984
C -2.63289 3.78499 4.37558
C -3.13240 2.78677 3.55437
C -2.38692 2.26853 2.49160
Si -3.13374 0.88352 1.38921
C -3.65855 -0.41750 2.71365
C -4.80147 1.63223 0.79253
H 0.08029 4.56947 0.18116
H -0.82174 3.66050 -1.04996
H 0.94173 3.59488 -1.01764
H 2.02733 3.20418 1.76877
H 2.50435 1.80893 0.83174
H 1.83407 1.58934 2.46239
H 0.38625 4.17690 2.92214
H -0.95486 5.06872 4.77048
H -3.22960 4.17200 5.19419
H -4.12957 2.40033 3.74775
H -4.45302 -0.02044 3.34974
H -2.80928 -0.66443 3.35499
H -4.01582 -1.34628 2.26332
H -5.40432 1.98965 1.63069
H -5.38949 0.90190 0.23196
H -4.59780 2.47975 0.13395
O 6.25632 1.89562 -1.42535
S 5.06187 2.64242 -1.73209
O 5.03751 4.01811 -1.31393
N 3.73296 1.82732 -1.22265
C 2.98211 1.45562 -2.22838
S 1.55091 0.58048 -2.10052
C 3.50832 1.81960 -3.57765
C 2.97745 1.52669 -4.82291
C 3.66780 1.95273 -5.94970
C 4.85920 2.66214 -5.83783
C 5.38991 2.95670 -4.58758
C 4.69808 2.51939 -3.48006
H 2.05102 0.97472 -4.89809
H 3.27198 1.72436 -6.93148
H 5.38048 2.98300 -6.73073
H 6.31639 3.50490 -4.47449
C -4.52316 0.99636 -2.97401
O -3.62184 0.65357 -1.91844
C -2.44575 1.37026 -1.79947
O -2.18798 2.26734 -2.56952
H -4.55102 0.18240 -3.70074
H -4.18172 1.91153 -3.45430
H -5.51182 1.13983 -2.54062
*
```

**LUMO level (alpha / beta)**: 0.0767 / 0.0724 hartree
**<S²>**: 0.80
**Kohn-Sham gap (alpha / beta)**: 5.6 / 7.3 eV
**HOMO (alpha / beta)**: -3.6 / -5.4 eV



In order of appearance, strongest force on any atom = 0.171 0.637 1.840 eV Å⁻¹.
In order of appearance, relative energy (zero: lowest compared OMol25 entry of this formula, charge and spin) = 152.1 0.0 196.0 kJ/mol.